Entry 1:
64
Properties=species:S:1:pos:R:3:forces:R:3:nbo_charge:R:1 method="wB97M-V/def2-TZVPD" energy_ev=-51398.617 charge=0 orbital_gap_ev=7.90 smiles="CCCCn1c(SCC(=O)Nc2cccc(OC)c2)nc2ccc(N3CCOCC3)cc2c1=O" e_homo_ha=-0.274 multiplicity=1 de_lowest_ev=0.6375
S -3.83052 0.72749 -0.52721 -0.51 0.12 0.11 0.235
O -1.00535 -3.03785 1.04238 0.04 -0.14 0.02 -0.610
O 5.46063 -2.36138 1.12924 0.12 -0.07 0.01 -0.524
O 3.11769 3.19376 0.45620 -0.09 -0.02 0.30 -0.511
O -1.13002 3.07276 -1.98837 0.21 0.18 -0.16 -0.614
N -1.37153 0.28775 -1.21623 -0.60 -0.23 -0.10 -0.520
N 3.64169 -2.11498 -1.04965 0.31 -0.27 -0.22 -0.428
N -2.26136 -1.32188 0.24555 0.26 -0.04 0.08 -0.437
N -1.71451 2.72414 0.19740 -0.23 0.24 0.43 -0.645
C -0.51440 2.84821 0.90555 0.21 0.05 0.15 0.266
C -1.05908 -2.03630 0.35705 -0.04 -0.02 0.08 0.651
C 3.22851 3.30228 -0.94384 0.02 0.03 -0.20 -0.255
C 0.60715 2.83480 3.02419 0.05 -0.02 -0.11 -0.170
C 2.38858 -1.53156 -1.03784 -0.56 -0.03 0.09 0.171
C 1.31488 -2.05668 -0.32411 0.23 -0.04 0.00 -0.250
C -2.32960 -0.20152 -0.52108 0.32 0.58 -0.61 0.328
C -0.15460 -0.32588 -1.17923 0.32 -0.76 0.44 0.127
C -3.43085 -1.84539 0.92557 -0.38 -0.31 0.05 -0.233
C 4.83313 -1.29071 -0.96644 0.21 0.14 0.42 -0.237
C 0.91179 0.18904 -1.92308 0.07 -0.11 0.09 -0.189
C 3.87929 -3.38394 -0.39041 0.06 -0.02 0.35 -0.245
C -0.56471 2.75926 2.29241 -0.12 0.01 -0.09 -0.312
C -6.51356 -2.29810 1.11929 0.11 -0.22 0.00 -0.609
C 0.70356 3.01112 0.25610 0.28 0.03 -0.29 -0.407
C 1.82313 2.98173 2.39017 0.21 0.03 -0.12 -0.310
C -3.27268 2.12352 -1.54536 0.08 -0.44 -0.05 -0.612
C -1.89402 2.65663 -1.15034 -0.47 0.31 -0.04 0.722
C 4.30733 -3.17377 1.06721 -0.21 -0.22 -0.19 -0.086
C 0.05497 -1.46817 -0.39239 0.15 0.50 -0.46 -0.111
C -5.47787 -3.33020 0.68841 0.02 0.18 -0.15 -0.392
C 5.24150 -1.11706 0.50475 0.01 0.24 -0.32 -0.085
C 1.87607 3.06574 0.99768 -0.17 -0.06 0.31 0.408
C -4.27186 -2.71006 -0.01379 0.01 -0.14 0.23 -0.406
C 2.14464 -0.40410 -1.85358 -0.06 0.07 0.00 -0.215
H 2.84018 2.40997 -1.44393 0.00 0.04 0.01 0.177
H 3.48892 -2.70428 1.63365 0.06 -0.06 -0.01 0.168
H -1.51390 2.63002 2.79239 -0.11 -0.01 0.04 0.205
H -2.50081 2.43732 0.76798 0.16 -0.04 -0.21 0.401
H -5.13684 -3.89454 1.55852 0.00 -0.12 0.00 0.199
H -6.80204 -1.67426 0.27636 -0.08 0.11 -0.08 0.203
H 1.41018 -2.92096 0.31331 0.07 -0.06 0.05 0.232
H -4.03216 2.89761 -1.42333 -0.02 -0.02 0.01 0.250
H 6.18111 -0.56819 0.58421 -0.07 0.06 -0.01 0.195
H 0.56899 2.77137 4.10118 0.01 -0.01 0.09 0.215
H 2.74449 3.03427 2.94716 0.12 0.01 0.07 0.222
H -4.61317 -2.10212 -0.85510 0.03 -0.02 -0.07 0.202
H 2.99687 -4.01772 -0.45632 0.02 -0.03 -0.02 0.217
H 2.94483 -0.01436 -2.46479 0.06 0.02 -0.06 0.212
H -3.63445 -3.50678 -0.40411 0.04 0.06 -0.05 0.218
H 4.29403 3.40156 -1.14676 -0.08 0.00 -0.04 0.196
H 0.70734 3.08168 -0.81653 0.04 0.03 -0.07 0.259
H 2.70351 4.18516 -1.32044 0.00 -0.04 0.00 0.183
H 4.57672 -4.12071 1.53728 -0.09 0.02 -0.01 0.197
H 4.69947 -3.87488 -0.92666 -0.07 -0.04 0.07 0.203
H 4.44982 -0.56230 1.03369 0.07 -0.01 -0.04 0.168
H -3.23569 1.80940 -2.58762 0.11 0.15 0.10 0.259
H -4.01373 -1.00363 1.30590 0.09 -0.09 0.10 0.209
H -7.40268 -2.79570 1.49889 -0.11 0.05 0.07 0.214
H 0.72984 1.04781 -2.54975 -0.02 0.12 -0.08 0.238
H -5.94711 -4.03562 -0.00040 0.03 -0.07 0.06 0.207
H -6.12660 -1.65529 1.90528 -0.02 0.13 0.11 0.198
H 5.63804 -1.79742 -1.50927 -0.01 0.11 0.01 0.200
H -3.06623 -2.45137 1.75880 -0.09 0.18 -0.06 0.249
H 4.66642 -0.31168 -1.40959 0.03 -0.02 -0.04 0.209

***

Entry 2:
9
Properties=species:S:1:pos:R:3:forces:R:3:nbo_charge:R:1 method="wB97M-V/def2-TZVPD" energy_ev=-6256.245 charge=0 orbital_gap_ev=10.38 e_homo_ha=-0.354 multiplicity=1 de_lowest_ev=3.1343
O 2.49332 -0.07098 -0.01410 0.53 0.19 0.11 -0.514
C 0.07749 -0.74331 0.08603 0.04 -4.79 4.23 -0.237
C 1.31017 0.01202 0.01310 -0.42 0.15 0.09 0.556
C -0.82231 0.11762 -0.65050 -3.62 -0.41 1.46 -0.396
C 0.11158 0.76384 0.35496 0.52 0.59 -2.49 -0.299
H -0.28269 1.43835 1.05707 0.03 0.49 1.16 0.241
H -0.09753 -1.69771 1.04844 0.31 3.08 -3.49 0.218
H -1.89426 0.11437 -0.15765 1.97 -0.02 -1.26 0.204
H -0.89577 0.06579 -1.73735 0.65 0.72 0.19 0.226

***

Entry 3:
18
Properties=species:S:1:pos:R:3:forces:R:3:nbo_charge:R:1 method="wB97M-V/def2-TZVPD" energy_ev=-10937.319 charge=0 orbital_gap_ev=10.19 smiles=COCc1ccccn1 e_homo_ha=-0.342 multiplicity=1 de_lowest_ev=5.4954
O 1.83115 -1.46295 -0.33759 0.74 -1.94 0.56 -0.546
N -0.50157 -0.26104 0.70773 1.87 -2.06 1.44 -0.446
C 0.18638 0.30577 -0.23218 0.53 0.51 -1.81 0.144
C 2.11589 -1.84935 1.03792 -12.46 -4.07 -4.73 -0.216
C -0.36209 1.22869 -1.05010 -4.00 1.78 0.58 -0.238
C -1.71439 1.69187 -0.89931 -0.08 -2.23 1.01 -0.153
C -2.41219 1.04575 0.14938 16.94 -2.86 -4.30 -0.209
C 1.56114 -0.11902 -0.53604 3.96 0.72 2.37 -0.061
C -1.70331 0.07519 0.88240 -5.18 -0.24 3.35 0.101
H -3.22472 1.21456 0.31900 -16.37 3.32 3.45 0.152
H 2.32112 0.41283 0.31257 -1.76 -0.41 -2.49 0.154
H 2.16000 -2.98698 1.14335 -0.82 1.44 -0.54 0.183
H -2.29468 2.30059 -1.63693 1.07 -0.23 0.82 0.224
H 1.90687 0.07354 -1.58647 -0.52 0.41 1.08 0.210
H 2.87466 -1.60895 1.42363 11.57 4.44 4.43 0.132
H 0.12979 1.70809 -1.78930 2.10 1.00 -2.39 0.204
H -2.32330 -0.49598 1.83765 1.75 1.62 -2.82 0.169
H 1.28343 -1.36030 1.61073 0.64 -1.20 -0.01 0.197

***

Entry 4:
27
Properties=species:S:1:pos:R:3:forces:R:3:nbo_charge:R:1 method="wB97M-V/def2-TZVPD" energy_ev=-27168.246 charge=+1 orbital_gap_ev=6.59 e_homo_ha=-0.415 multiplicity=1 de_lowest_ev=0.0000
Sn -0.12217 0.25025 0.00685 -0.18 1.06 -0.04 1.131
P -0.60507 -0.72063 2.38183 -0.32 -1.17 0.51 1.669
O 1.02160 -0.88350 2.41423 -0.37 0.00 0.53 -0.823
O -1.05204 -0.96110 3.92431 0.55 -0.14 -1.05 -0.811
O -0.93689 -2.01300 1.42368 0.02 0.29 1.67 -0.832
N 1.12678 -1.78014 -1.13903 0.65 -1.42 -0.48 -1.120
C -0.70356 -3.39029 1.80228 0.10 -0.58 -0.32 -0.272
C -1.97477 -0.07680 4.62651 -0.24 0.22 -0.31 -0.251
C -0.83430 1.33736 -2.75713 0.03 0.41 0.15 -0.835
C 1.73120 0.15969 3.11488 0.27 0.32 0.39 -0.279
H 0.90006 -1.76982 -2.13766 0.16 -0.17 0.31 0.384
H 0.87810 -2.71161 -0.77208 0.28 0.52 -0.39 0.384
H -1.56601 0.94096 4.69202 -0.08 -0.35 -0.10 0.197
H -1.49452 2.19279 -2.94852 0.25 -0.24 0.07 0.251
H -0.31913 1.04758 -3.67257 -0.15 -0.10 0.05 0.242
H 1.35149 0.29049 4.14168 0.15 -0.17 -0.40 0.206
H -1.44327 0.50657 -2.36974 0.15 0.12 -0.21 0.199
H 1.65996 1.12615 2.58630 -0.05 -0.34 0.10 0.183
H -0.75655 -3.54651 2.89089 0.02 0.19 -0.44 0.211
H -2.93827 -0.06730 4.10259 0.24 0.05 0.21 0.199
H -2.10299 -0.47655 5.63255 0.11 -0.08 -0.24 0.222
H 2.14512 -1.68075 -1.06274 -0.38 -0.18 -0.09 0.387
H -1.49461 -3.95191 1.29677 0.20 -0.04 0.27 0.211
H 2.77499 -0.15112 3.14987 -0.15 0.07 0.04 0.224
H 0.27634 -3.72183 1.40984 -0.42 0.24 0.34 0.191
H -0.92080 1.52720 0.87454 -0.42 1.38 -0.07 -0.451
H -0.05840 1.63353 -2.02314 -0.42 0.11 -0.53 0.181

***

| no. | strongest force on any atom (eV Å⁻¹) |
| --- | --- |
| 1 | 0.94 |
| 2 | 6.39 |
| 3 | 17.71 |
| 4 | 1.70 |